1.
Density functional theory data (wB97M-V/def2-TZVPD) for C4H8O2 in the gas phase.

Last column: natural (NBO) charge in e.
Atoms and positions in Å:
C1 2.031 0.573 -0.570  -0.253
O1 0.674 0.788 -0.274  -0.520
C2 0.227 -0.279 0.463  -0.028
C3 -1.278 -0.344 0.701  -0.587
C4 -2.230 0.243 -0.278  0.436
O2 -3.412 0.423 -0.080  -0.530
H1 2.362 1.434 -1.144  0.201
H2 2.163 -0.352 -1.156  0.169
H3 2.612 0.480 0.359  0.169
H4 0.741 -0.444 1.418  0.185
H5 0.494 -1.266 -0.149  0.117
H6 -1.646 -0.357 1.738  0.241
H7 -0.956 -1.329 0.244  0.291
H8 -1.782 0.429 -1.272  0.110

The HOMO energy comes out at -9.69 eV. As for the total energy: -8369.968 eV. The energy above the lowest of the compared OMol25 structures with the same formula, charge and spin is 76.4 kcal per mole. The SMILES is COCCC=O. The maximum force comes out at 3.66 eV/A.

***

2.
Density functional theory data (wB97M-V/def2-TZVPD) for 2 unconnected molecules or ions with the total composition C4H8O2.

Last column: natural (NBO) charge in e.
Atoms and positions in Å:
O1 1.019 -1.964 -0.963  -0.944
C1 0.352 1.174 -0.502  -0.326
C2 -0.994 0.486 -0.502  -0.464
C3 -0.976 -0.217 0.873  -0.075
O2 0.353 -0.045 1.421  -0.511
C4 1.010 0.822 0.600  0.121
H1 0.940 -2.035 -0.004  0.469
H2 0.714 1.842 -1.272  0.229
H3 -1.082 -0.239 -1.319  0.228
H4 -1.825 1.196 -0.585  0.216
H5 -1.164 -1.290 0.804  0.192
H6 -1.687 0.224 1.580  0.185
H7 1.997 1.105 0.947  0.207
H8 1.342 -1.060 -1.078  0.473

The HOMO energy comes out at -8.79 eV. As for the total energy: -8371.738 eV. The energy above the lowest of the compared OMol25 structures with the same formula, charge and spin is 35.6 kcal per mole. The SMILES is C1=COCC1.O. The maximum force comes out at 0.26 eV/A.

***

3.
Density functional theory data (wB97M-V/def2-TZVPD) for C4H8O2 in the gas phase.

Last column: natural (NBO) charge in e.
Atoms and positions in Å:
C1 -1.201 -1.143 0.555  -0.616
C2 -0.194 0.035 0.365  -0.353
C3 1.203 0.144 -0.500  -0.050
O1 2.200 0.804 0.240  -0.705
C4 -0.808 1.037 -0.546  0.429
O2 -1.439 0.699 -1.523  -0.560
H1 -2.214 -0.764 0.350  0.228
H2 -1.236 -1.521 1.586  0.212
H3 -1.066 -1.991 -0.117  0.221
H4 0.087 0.429 1.350  0.220
H5 1.519 -0.814 -0.926  0.184
H6 1.097 0.811 -1.376  0.200
H7 2.518 0.200 0.917  0.467
H8 -0.465 2.073 -0.375  0.122

The HOMO energy comes out at -9.57 eV. As for the total energy: -8371.096 eV. The energy above the lowest of the compared OMol25 structures with the same formula, charge and spin is 50.4 kcal per mole. The SMILES is C[C@H](C=O)CO. The maximum force comes out at 0.71 eV/A.

***

4.
Density functional theory data (wB97M-V/def2-TZVPD) for C4H8O2 in the gas phase.

Last column: natural (NBO) charge in e.
Atoms and positions in Å:
C1 1.710 -1.140 -0.344  -0.643
C2 0.728 0.006 -0.471  0.380
O1 -0.720 -0.781 -0.435  -0.569
C3 -1.494 -0.069 0.369  -0.101
C4 -1.458 1.344 0.263  -0.135
O2 0.742 0.906 0.462  -0.749
H1 2.717 -0.763 -0.548  0.217
H2 1.475 -1.936 -1.056  0.215
H3 1.683 -1.537 0.675  0.216
H4 0.679 0.385 -1.510  0.119
H5 -2.322 -0.572 0.873  0.234
H6 -0.776 0.342 1.252  0.362
H7 -1.969 1.931 1.022  0.216
H8 -0.996 1.883 -0.552  0.239

The HOMO energy (spin up / spin down) comes out at -9.03 / -9.03 eV. As for the total energy: -8368.483 eV. The energy above the lowest of the compared OMol25 structures with the same formula, charge and spin is 110.7 kcal per mole. The maximum force comes out at 0.41 eV/A.

***

5.
Density functional theory data (wB97M-V/def2-TZVPD) for 2 unconnected molecules or ions with the total composition C4H8O2.

Last column: natural (NBO) charge in e.
Atoms and positions in Å:
C1 2.030 -0.294 -0.557  -0.254
O1 1.113 -0.016 0.522  -0.467
C2 0.325 0.985 0.295  0.226
C3 -1.574 -0.815 -0.609  -0.845
C4 -0.557 1.349 1.417  0.270
O2 -1.769 1.332 1.481  -0.525
H1 2.931 -0.721 -0.116  0.199
H2 1.555 -1.017 -1.227  0.199
H3 2.234 0.638 -1.086  0.209
H4 -0.924 0.022 -0.896  0.200
H5 -2.037 -1.189 -1.519  0.216
H6 -0.977 -1.597 -0.133  0.205
H7 -2.316 -0.433 0.091  0.247
H8 0.051 1.889 2.179  0.121

The HOMO energy comes out at -8.83 eV. As for the total energy: -8368.825 eV. The energy above the lowest of the compared OMol25 structures with the same formula, charge and spin is 102.8 kcal per mole. The maximum force comes out at 0.64 eV/A.

***

6.
Density functional theory data (wB97M-V/def2-TZVPD) for 2 unconnected molecules or ions with the total composition C4H8O2.

Last column: natural (NBO) charge in e.
Atoms and positions in Å:
O1 1.512 0.997 -1.733  -0.599
C1 0.462 0.379 -1.848  0.791
O2 0.506 -0.959 -2.107  -0.687
C2 -0.951 0.882 -1.751  -0.728
H1 1.424 -1.179 -1.950  0.492
H2 -1.485 0.669 -2.660  0.244
H3 -0.859 1.962 -1.602  0.238
H4 -1.432 0.427 -0.851  0.248
C3 -0.490 -0.340 2.662  -0.393
C4 0.724 -0.766 2.203  -0.393
H5 -1.130 -0.958 3.183  0.189
H6 -0.798 0.654 2.294  0.197
H7 1.035 -1.819 2.125  0.197
H8 1.481 0.051 2.036  0.203

The HOMO energy comes out at -9.76 eV. As for the total energy: -8371.597 eV. The energy above the lowest of the compared OMol25 structures with the same formula, charge and spin is 38.8 kcal per mole. The SMILES is CC(=O)O.C=C. The maximum force comes out at 4.02 eV/A.

***

7.
Density functional theory data (wB97M-V/def2-TZVPD) for C4H8O2 in the gas phase.

Last column: natural (NBO) charge in e.
Atoms and positions in Å:
C1 -1.775 -0.044 0.508  -0.633
C2 -0.268 0.093 0.411  0.060
C3 0.445 -1.015 -0.532  -0.109
O1 1.628 -0.378 -0.995  -0.532
C4 1.569 0.856 -0.345  0.213
O2 0.215 1.217 -0.334  -0.520
H1 -2.013 -0.592 1.432  0.220
H2 -2.284 0.928 0.568  0.233
H3 -2.169 -0.598 -0.350  0.209
H4 0.091 0.343 1.425  0.181
H5 0.744 -2.058 -0.341  0.203
H6 -0.283 -1.040 -1.343  0.170
H7 1.891 0.684 0.700  0.123
H8 2.209 1.603 -0.802  0.184

The HOMO energy comes out at -9.78 eV. As for the total energy: -8371.148 eV. The energy above the lowest of the compared OMol25 structures with the same formula, charge and spin is 49.2 kcal per mole. The SMILES is C[C@H]1COCO1. The maximum force comes out at 1.19 eV/A.

***

8.
Density functional theory data (wB97M-V/def2-TZVPD) for C4H8O2 in the gas phase.

Last column: natural (NBO) charge in e.
Atoms and positions in Å:
O1 -0.234 1.704 0.886  -0.720
C1 -0.325 1.475 -0.505  -0.094
C2 0.511 0.307 -1.027  -0.104
C3 0.334 -1.426 1.183  -0.567
C4 -0.485 -1.509 0.138  0.160
O2 -0.259 -0.908 -1.058  -0.511
H1 -0.413 0.867 1.336  0.477
H2 0.015 2.404 -0.974  0.186
H3 -1.361 1.293 -0.829  0.170
H4 1.435 0.238 -0.437  0.184
H5 0.799 0.454 -2.067  0.203
H6 1.314 -0.985 1.056  0.206
H7 0.076 -1.823 2.152  0.220
H8 -1.408 -2.092 0.145  0.191

The HOMO energy comes out at -9.15 eV. As for the total energy: -8371.151 eV. The energy above the lowest of the compared OMol25 structures with the same formula, charge and spin is 49.1 kcal per mole. The SMILES is C=COCCO. The maximum force comes out at 0.47 eV/A.

***

9.
Density functional theory data (wB97M-V/def2-TZVPD) for C4H8O2 in the gas phase.

Last column: natural (NBO) charge in e.
Atoms and positions in Å:
C1 -1.477 -1.303 -0.190  -0.260
O1 -0.888 -0.069 -0.566  -0.530
C2 0.452 0.082 -0.153  -0.003
C3 0.970 1.370 -0.770  -0.621
C4 0.508 0.149 1.371  0.420
O2 1.094 -0.643 2.068  -0.506
H1 -2.078 -1.651 -1.035  0.193
H2 -0.717 -2.059 0.046  0.180
H3 -2.129 -1.171 0.684  0.178
H4 1.057 -0.781 -0.467  0.178
H5 0.795 1.350 -1.850  0.231
H6 0.441 2.234 -0.354  0.214
H7 2.043 1.490 -0.585  0.219
H8 -0.070 0.999 1.801  0.106

The HOMO energy comes out at -9.64 eV. As for the total energy: -8371.679 eV. The energy above the lowest of the compared OMol25 structures with the same formula, charge and spin is 37.0 kcal per mole. The SMILES is CO[C@@H](C)C=O. The maximum force comes out at 0.56 eV/A.

***

10.
Density functional theory data (wB97M-V/def2-TZVPD) for C4H8O2 in the gas phase.

Last column: natural (NBO) charge in e.
Atoms and positions in Å:
C1 -0.807 -1.681 0.080  -0.629
C2 -0.815 -0.240 -0.352  -0.078
O1 -0.716 0.697 0.718  -0.520
C3 0.605 1.178 0.870  -0.162
C4 1.201 1.205 -0.527  0.400
O2 2.120 0.520 -0.907  -0.516
H1 0.120 -1.883 0.630  0.212
H2 -1.667 -1.943 0.693  0.213
H3 -0.792 -2.287 -0.833  0.214
H4 -1.667 0.063 -0.965  0.185
H5 1.213 0.551 1.534  0.182
H6 0.550 2.195 1.278  0.202
H7 0.591 1.821 -1.227  0.117
H8 0.063 -0.197 -0.991  0.181

The HOMO energy comes out at -9.91 eV. As for the total energy: -8371.071 eV. The energy above the lowest of the compared OMol25 structures with the same formula, charge and spin is 51.0 kcal per mole. The SMILES is CCOCC=O. The maximum force comes out at 0.79 eV/A.

***

Copy entry 3 word for word.
Density functional theory data (wB97M-V/def2-TZVPD) for C4H8O2 in the gas phase.

Last column: natural (NBO) charge in e.
Atoms and positions in Å:
C1 -1.201 -1.143 0.555  -0.616
C2 -0.194 0.035 0.365  -0.353
C3 1.203 0.144 -0.500  -0.050
O1 2.200 0.804 0.240  -0.705
C4 -0.808 1.037 -0.546  0.429
O2 -1.439 0.699 -1.523  -0.560
H1 -2.214 -0.764 0.350  0.228
H2 -1.236 -1.521 1.586  0.212
H3 -1.066 -1.991 -0.117  0.221
H4 0.087 0.429 1.350  0.220
H5 1.519 -0.814 -0.926  0.184
H6 1.097 0.811 -1.376  0.200
H7 2.518 0.200 0.917  0.467
H8 -0.465 2.073 -0.375  0.122

The HOMO energy comes out at -9.57 eV. As for the total energy: -8371.096 eV. The energy above the lowest of the compared OMol25 structures with the same formula, charge and spin is 50.4 kcal per mole. The SMILES is C[C@H](C=O)CO. The maximum force comes out at 0.71 eV/A.